(1)
Computed, not measured: a 3-piece molecular cluster, C35H77ClN5O7P2S overall in a non-equilibrium geometry, with ωB97M-V with the def2-TZVPD basis set.

The calculation puts the energy above the lowest of the compared OMol25 structures with the same formula, charge and spin at 9.7 kcal/mol. As for the net charge: +1. The calculation puts the HOMO-LUMO gap at 7.361 eV. As for the LUMO energy: -0.1156 Ha. The HOMO energy comes out at -0.3861 hartree.

Geometry as XYZ:
```
128
Properties=species:S:1:pos:R:3:lowdin_charge:R:1
C -5.08 1.20 -0.88 -0.102
C -4.57 -0.08 -1.54 -0.293
C -4.36 0.06 -3.05 -0.201
C -4.32 -1.31 -3.77 -0.189
C -3.11 -1.50 -4.69 -0.187
C -2.00 -2.35 -4.04 -0.190
C -0.77 -1.49 -3.69 -0.183
C 0.08 -2.06 -2.55 -0.169
C -0.59 -1.68 -1.23 -0.104
C 0.10 -1.99 0.15 -0.272
C 1.29 -1.00 0.23 -0.201
N 0.86 0.41 0.25 0.006
C -1.06 -1.75 1.07 -0.185
C -1.57 -0.47 1.64 -0.188
O -2.10 -0.70 2.91 -0.254
C -1.49 0.03 3.98 -0.270
C -1.79 -0.69 5.28 -0.064
N -1.70 -2.86 1.29 -0.122
P -3.23 -3.08 2.15 0.453
S -4.72 -2.01 1.63 0.299
C -1.03 -4.05 0.69 -0.257
C -1.77 -4.54 -0.57 -0.141
C -1.92 -6.05 -0.71 -0.234
C -2.74 -6.73 0.38 -0.100
C 0.41 -3.50 0.52 -0.380
N 1.11 -4.32 -0.49 -0.082
C 1.36 -5.72 -0.06 -0.057
C 2.37 -3.83 -0.97 -0.498
C 2.76 -4.28 -2.34 0.016
O 3.08 -3.16 -0.26 0.080
P 1.41 -3.70 2.19 0.750
O 0.46 -4.81 2.94 -0.361
Cl 0.74 -2.06 3.24 0.492
H -6.09 1.45 -1.19 0.081
H -4.39 2.01 -1.15 0.059
H -5.05 1.10 0.21 0.063
H -3.61 -0.33 -1.06 0.072
H -5.25 -0.91 -1.35 0.090
H -3.41 0.58 -3.23 0.101
H -5.14 0.70 -3.46 0.115
H -4.31 -2.08 -2.99 0.092
H -5.25 -1.46 -4.33 0.110
H -3.43 -1.92 -5.65 0.106
H -2.69 -0.51 -4.91 0.100
H -1.70 -3.19 -4.68 0.114
H -2.41 -2.79 -3.13 0.082
H -0.16 -1.40 -4.59 0.122
H -1.12 -0.50 -3.39 0.101
H 1.08 -1.61 -2.61 0.115
H 0.17 -3.14 -2.67 0.098
H -1.61 -2.09 -1.25 0.106
H -0.72 -0.59 -1.23 0.097
H 1.89 -1.17 -0.65 0.104
H 1.94 -1.22 1.07 0.069
H 1.35 0.90 -0.50 0.084
H 1.19 0.85 1.10 0.091
H -0.81 0.30 1.61 0.109
H -2.38 -0.15 0.96 0.117
H -1.92 1.04 3.99 0.129
H -0.41 0.11 3.80 0.072
H -1.04 -1.46 5.49 0.057
H -1.84 0.01 6.11 0.085
H -2.76 -1.18 5.19 0.079
H -2.78 -3.07 3.47 0.009
H -3.36 -4.43 1.82 -0.017
H -1.10 -4.83 1.44 0.098
H -1.33 -4.14 -1.47 0.091
H -2.79 -4.12 -0.53 0.119
H -2.42 -6.22 -1.67 0.119
H -0.96 -6.55 -0.80 0.087
H -2.23 -6.71 1.35 0.069
H -3.73 -6.28 0.49 0.074
H -2.86 -7.79 0.15 0.082
H 2.30 -5.83 0.49 0.098
H 1.43 -6.36 -0.94 0.102
H 0.53 -6.08 0.54 0.077
H 2.01 -4.92 -2.79 0.086
H 3.70 -4.84 -2.26 0.102
H 2.93 -3.41 -2.96 0.097
H 1.00 -5.57 3.20 0.067
C -1.03 1.93 -0.65 -0.135
O -1.83 3.08 -0.76 -0.179
C -2.50 3.45 0.45 -0.210
C -1.98 4.76 0.98 -0.207
N -0.62 4.62 1.46 -0.049
C 0.05 5.86 1.84 -0.198
C 0.32 6.88 0.73 -0.220
O 1.26 6.43 -0.23 -0.189
C 0.73 5.71 -1.32 -0.099
H -0.65 1.70 -1.65 0.099
H -0.18 2.06 0.02 0.060
H -1.62 1.07 -0.30 0.050
H -2.39 2.67 1.20 0.119
H -3.56 3.55 0.21 0.112
H -2.62 5.09 1.80 0.128
H -2.07 5.51 0.17 0.114
H -0.07 4.16 0.75 0.072
H 1.00 5.60 2.29 0.109
H -0.55 6.35 2.61 0.121
H 0.76 7.76 1.20 0.124
H -0.60 7.21 0.24 0.114
H -0.28 6.05 -1.57 0.091
H 0.70 4.63 -1.14 0.068
H 1.38 5.90 -2.18 0.090
C 4.43 5.97 1.62 -0.112
O 5.57 5.32 1.11 -0.193
C 6.27 4.51 2.05 -0.215
C 6.20 3.06 1.66 -0.212
N 4.84 2.55 1.79 -0.047
C 4.63 1.22 1.24 -0.204
C 4.79 1.02 -0.26 -0.217
O 3.81 1.70 -1.02 -0.204
C 4.12 3.04 -1.38 -0.085
H 4.05 6.62 0.83 0.087
H 3.64 5.26 1.90 0.073
H 4.67 6.58 2.49 0.091
H 5.86 4.66 3.05 0.124
H 7.31 4.83 2.06 0.124
H 6.86 2.48 2.31 0.125
H 6.58 2.98 0.63 0.110
H 4.21 3.19 1.33 0.074
H 3.62 0.91 1.51 0.098
H 5.31 0.53 1.75 0.123
H 4.65 -0.04 -0.47 0.116
H 5.79 1.29 -0.61 0.115
H 5.20 3.18 -1.51 0.093
H 3.76 3.76 -0.64 0.073
H 3.63 3.25 -2.33 0.088
```

***

(2)
Computed, not measured: C6H11PS as an isolated structure in a non-equilibrium geometry, with ωB97M-V with the def2-TZVPD basis set.

The calculation puts the energy above the lowest of the compared OMol25 structures with the same formula, charge and spin at 53.4 kcal/mol. As for the net charge: 0. The calculation puts the HOMO-LUMO gap at 7.069 eV. As for the LUMO energy: 0.0141 Ha. The HOMO energy comes out at -0.2457 hartree.

Geometry as XYZ:
```
19
Properties=species:S:1:pos:R:3:nbo_charge:R:1
C -1.67 -0.77 -1.30 -0.183
C -1.58 0.55 -1.54 -0.301
C -0.79 -1.28 -0.28 -0.855
C -0.60 1.28 -0.68 -0.745
C -0.21 0.64 2.93 -0.743
C 2.36 -0.78 -0.90 -0.742
P -0.15 0.03 0.62 1.149
S 1.95 -0.08 0.74 -0.078
H -2.30 -1.44 -1.86 0.218
H -2.17 1.08 -2.27 0.214
H -0.86 -2.29 0.10 0.241
H 0.33 1.50 -1.22 0.255
H -0.99 2.22 -0.28 0.248
H -1.23 0.48 3.24 0.208
H 0.51 -0.03 3.37 0.211
H 0.09 1.68 2.94 0.207
H 1.44 -1.17 -1.34 0.252
H 3.07 -1.59 -0.74 0.228
H 2.81 -0.01 -1.52 0.217
```

***

(3)
Computed, not measured: C5H7ClFN as an isolated structure in a non-equilibrium geometry, with ωB97M-V with the def2-TZVPD basis set.

The calculation puts the energy above the lowest of the compared OMol25 structures with the same formula, charge and spin at 111.4 kcal/mol. As for the net charge: 0. The calculation puts the HOMO-LUMO gap at 8.663 eV. As for the LUMO energy: 0.0057 Ha. The HOMO energy comes out at -0.3126 hartree.

Geometry as XYZ:
```
15
Properties=species:S:1:pos:R:3:nbo_charge:R:1
C -1.78 -0.78 -0.12 -0.256
C -0.36 -0.80 -0.43 -0.083
C 0.36 -1.79 -1.21 -0.311
C 0.45 0.30 -0.06 -0.163
C 1.76 0.28 0.49 0.225
H -2.65 -1.05 1.93 0.385
H -3.44 0.43 0.72 0.371
H -2.18 -1.89 -0.50 0.177
H -2.17 0.04 -0.76 0.217
H -0.05 -2.62 -1.69 0.193
H 1.47 -1.74 -1.34 0.211
H 2.55 1.22 0.49 0.197
N -2.39 -0.27 1.15 -0.850
F 2.38 -0.87 0.92 -0.341
Cl -0.05 1.89 -0.42 0.029
```

***

(4)
Computed, not measured: one molecule with the formula C4H9N in a non-equilibrium geometry, with ωB97M-V with the def2-TZVPD basis set.

The calculation puts the energy above the lowest of the compared OMol25 structures with the same formula, charge and spin at 39.6 kcal/mol. As for the net charge: 0. The calculation puts the HOMO-LUMO gap at 8.916 eV. As for the LUMO energy: 0.0371 Ha. The HOMO energy comes out at -0.2905 hartree. Its SMILES is CC(C)=CN.

Geometry as XYZ:
```
14
Properties=species:S:1:pos:R:3:nbo_charge:R:1
C -1.15 -0.35 -0.76 -0.671
C 0.21 0.19 -0.38 -0.029
C 0.34 0.91 0.79 -0.050
N -0.80 1.04 1.69 -0.846
C 1.47 -0.40 -0.96 -0.632
H -1.22 -0.54 -1.93 0.219
H -1.96 0.33 -0.57 0.225
H -1.38 -1.42 -0.34 0.221
H 1.11 0.59 1.53 0.197
H -0.51 0.87 2.68 0.366
H -1.59 0.41 1.45 0.362
H 1.63 -0.27 -2.02 0.212
H 1.56 -1.46 -0.67 0.208
H 2.30 0.09 -0.52 0.217
```